Here is a cluster of 2 separate species, C2H2S3 in total in a non-equilibrium geometry from the Open Molecules 2025 dataset. Energies are from the ωB97M-V functional and the def2-TZVPD basis.

The geometry in XYZ format:
```
7
Properties=species:S:1:pos:R:3:forces:R:3:nbo_charge:R:1
C 1.38513 -0.69045 -0.30517 -0.5100 7.0074 3.4403 -0.22
C 1.28292 0.43089 0.23392 0.9018 -6.3599 -3.0462 -0.22
S -1.66645 -1.49456 0.37807 -0.6191 1.6303 -0.8103 -0.21
S -1.36367 1.75258 0.29465 -0.3723 0.3364 0.1309 -0.17
S -2.13915 0.22146 -0.48313 0.3987 -1.8747 0.6920 0.39
H 1.33168 -1.51727 -0.86852 0.0953 -2.6048 -1.5202 0.22
H 1.16953 1.29736 0.75018 0.1056 1.8652 1.1135 0.22
```
Forces are in eV/Å.

HOMO energy (alpha / beta) = -0.3472 / -0.3474 Eh
LUMO energy (alpha / beta) = -2.4 / -2.4 eV
multiplicity = 1

---

Here is a cluster of 13 separate species, C2H30N2O12 in total in a non-equilibrium geometry from the Open Molecules 2025 dataset. Energies are from the ωB97M-V functional and the def2-TZVPD basis.

The geometry in XYZ format:
```
46
Properties=species:S:1:pos:R:3:forces:R:3:nbo_charge:R:1
C 0.24832 0.91860 0.42453 -0.0482 2.0047 0.1705 -0.44
N -0.75993 -0.33074 2.90447 0.6611 0.9637 2.0422 -0.89
C 0.35408 0.53804 2.82134 -0.8600 0.2463 -1.7329 0.32
N 0.77767 1.15567 1.76389 0.1896 -1.0425 1.6107 -0.54
H 0.53643 1.80642 -0.20728 -0.3099 -0.7428 0.7575 0.20
H -0.85559 0.94234 0.44770 0.6994 -0.6526 -0.5383 0.20
H 0.71653 0.07896 -0.07775 -0.3341 -0.3799 0.3809 0.17
H -0.85668 -0.79191 2.06401 -0.5349 -1.5426 -2.1689 0.40
H -1.00195 -0.91864 3.73044 0.9782 1.0201 -0.9369 0.40
H 0.82800 0.72669 3.75616 0.3593 0.3472 0.6140 0.17
H -2.46610 3.13867 -0.07242 -1.3818 2.3507 0.2935 0.49
H -1.25573 2.84918 -1.28609 -1.3883 0.7504 1.4773 0.53
O -1.86207 2.60556 -0.50649 2.2008 -2.6736 -1.5802 -1.05
H -2.57776 -3.16325 -1.02501 -0.2333 1.2712 -2.3591 0.51
H -3.03569 -2.10012 -2.15234 -1.0828 1.0211 0.5570 0.50
O -2.52594 -2.87499 -2.00317 1.1777 -2.1689 1.7156 -0.97
H 2.39940 0.20193 -0.95133 -3.5129 2.8412 -1.9004 0.49
H 3.90357 0.11852 -0.96871 -0.8423 -0.3878 0.3059 0.49
O 3.07407 -0.30210 -0.65766 4.4029 -2.3085 1.1498 -0.95
H -2.52762 -1.44132 0.66582 0.2274 0.0385 -0.0429 0.48
H -3.76979 -0.51878 0.91768 0.9406 -0.8807 -1.3066 0.50
O -3.32445 -1.11586 0.23712 -1.4263 0.8847 1.0922 -1.00
H 0.32331 -2.48719 -2.79164 0.4889 0.4479 -0.1032 0.49
H -1.00148 -2.14038 -2.32012 -0.3577 0.4628 0.1811 0.51
O -0.12244 -1.69812 -2.44329 -0.0409 -0.9821 -0.5681 -1.02
H 2.70240 2.30701 1.46399 -0.3530 -1.4774 -0.1435 0.48
H 2.37712 3.61875 1.87719 -0.0441 0.6737 0.1335 0.47
O 3.09790 3.16623 1.43694 0.2336 0.7266 0.0101 -0.95
H 2.79176 -0.68643 1.04180 0.0035 -0.2242 0.0903 0.49
H 3.22149 -0.62380 2.48892 0.0347 0.0326 0.2576 0.46
O 2.67615 -1.14179 1.89548 0.1200 -0.2639 -0.0810 -0.98
H -2.47197 1.37958 1.24497 -0.6289 0.1308 0.1964 0.48
H -2.56961 0.62376 2.52825 0.1781 0.0358 0.3665 0.48
O -3.10743 1.19285 1.96682 0.2416 0.1138 -0.5738 -0.97
H 0.25957 2.33054 -2.62816 1.6801 -3.9623 -1.0498 0.49
H 0.67008 3.69192 -2.19592 0.5317 0.4813 0.2758 0.48
O -0.07037 3.13704 -2.39818 -2.2012 3.5869 0.6773 -0.94
H 1.58733 -3.81700 0.12879 -0.2868 -0.1564 -0.4476 0.49
H 1.16657 -2.70174 -0.83230 -0.0870 -1.7978 0.0403 0.49
O 0.96706 -3.66745 -0.61262 1.0113 1.8602 0.3385 -0.95
H -0.20094 -2.53236 0.15804 -0.0952 -0.1128 -0.3595 0.50
H -0.69408 -1.25590 -0.51400 0.4837 3.5406 -6.0189 0.48
O -0.72594 -1.72600 0.20916 -0.9230 -3.8754 7.1934 -0.98
H 1.45547 0.84771 -3.70305 1.4920 0.5282 -3.2286 0.47
H 0.52490 -0.07958 -2.96035 0.9773 1.2405 0.5666 0.52
O 1.12438 0.73946 -2.86563 -2.3405 -1.9695 2.6459 -0.99
```
Forces are in eV/Å.

HOMO energy = -0.3367 Eh
LUMO energy = 0.1 eV
multiplicity = 1

---

Here is a structure of composition C2H31FeO20P in a non-equilibrium geometry from the Open Molecules 2025 dataset. Energies are from the ωB97M-V functional and the def2-TZVPD basis.

The geometry in XYZ format:
```
55
Properties=species:S:1:pos:R:3:forces:R:3:nbo_charge:R:1
Fe 2.51779 -0.23883 -2.48759 -1.4313 3.2943 -1.9386 1.46
P 1.64150 1.43105 -4.39149 1.7853 3.1200 -2.6970 2.52
O 1.55211 -0.05870 -4.15613 0.7867 -5.8116 0.3012 -1.25
O 0.18355 1.81266 -4.49755 -0.0637 1.5657 0.1003 -1.23
O 2.62174 1.93011 -5.47344 -1.4480 -0.6949 -0.5037 -1.25
O 2.50642 1.73723 -3.12856 0.3120 0.1446 3.2963 -1.28
C -0.70825 -0.48445 0.47320 -1.5950 -1.2856 -0.3514 -0.76
C 0.23104 0.57765 -0.00834 1.2844 -2.0438 -1.5721 0.79
O 0.88883 0.34284 -1.05626 -0.2799 -0.6512 0.4750 -0.83
O 0.35877 1.56690 0.66606 -0.1396 2.9945 2.5784 -0.77
H -0.91155 -1.17885 -0.34203 -0.0843 -0.0516 -0.1769 0.23
H -1.65621 -0.04844 0.78844 0.1443 0.2942 -0.0001 0.20
H -0.42149 -1.13220 1.30163 0.7199 0.3445 0.2476 0.19
O -1.08567 -0.31286 -2.91144 -0.8051 -0.9082 -0.3585 -0.91
H -0.51960 -0.09009 -2.17241 0.7001 0.3457 -0.0489 0.47
H -1.94974 -0.44383 -2.52095 -0.3095 0.1682 0.0578 0.41
O -0.32944 4.54541 1.00711 -0.2435 0.5567 0.4681 -0.97
H -0.27113 3.65407 1.35115 0.1184 -0.3124 -0.1710 0.48
H 0.29734 4.56501 0.28393 0.2093 -0.2374 -0.4090 0.49
O 2.13391 -2.10063 -1.77874 0.2209 -1.4268 0.2704 -0.93
H 2.63334 -2.82811 -2.14965 0.1025 -0.1261 -0.3829 0.49
H 1.73685 -2.46158 -0.98609 -0.4064 0.4028 0.2910 0.49
O -3.67095 1.18199 2.70183 -0.5469 0.2965 0.6923 -0.97
H -4.49729 1.50981 3.05669 -0.0281 0.2162 0.1703 0.47
H -3.92952 0.62099 1.97063 0.0173 -0.5485 -0.8543 0.51
O -1.13792 1.64859 3.05636 0.5833 -0.1594 1.0951 -1.02
H -2.08299 1.55804 2.93434 -0.6805 0.0847 0.0370 0.49
H -0.79076 1.75545 2.17076 0.8022 -0.1167 -0.9076 0.50
O -0.23320 -0.67397 4.39064 0.4626 -1.2268 0.3433 -0.99
H -0.68452 0.04800 3.95327 -0.4329 1.1569 -0.7098 0.52
H 0.59596 -0.29617 4.68390 0.1068 0.1829 0.0707 0.46
O -0.72118 -3.61836 -2.19924 0.2724 -0.2840 -0.2239 -0.92
H -1.65295 -3.52518 -2.00084 -0.2178 0.2026 0.0870 0.47
H -0.34206 -3.98922 -1.40240 -0.0721 -0.0639 0.2739 0.45
O 3.84899 0.13198 -0.89373 1.0697 -0.3150 -0.2521 -0.95
H 4.75349 -0.17664 -0.84013 0.1882 0.0054 -0.3387 0.47
H 3.57523 0.23236 0.01797 -0.8259 0.1645 0.2930 0.51
O 2.79434 -0.13398 1.52014 0.4563 -0.4391 0.5040 -0.95
H 1.91629 -0.18515 1.89781 -0.5348 0.2396 -0.1817 0.50
H 3.28609 0.41629 2.12974 0.0670 0.2849 0.2034 0.47
O -2.31905 -3.62783 1.01217 -0.4125 0.0796 -0.4980 -0.96
H -2.21967 -4.52675 1.32570 0.0652 -0.1143 0.1449 0.47
H -1.80276 -3.10210 1.62315 0.4181 -0.0037 0.2889 0.49
O -1.13261 2.68907 -2.43186 -1.4926 0.8947 1.8820 -1.01
H -0.57594 2.40607 -1.70643 0.2632 0.0561 0.0238 0.45
H -0.63092 2.47285 -3.21786 1.0290 -0.8256 -1.7251 0.52
O 2.57601 2.85270 -0.74687 0.6878 1.0754 1.5687 -1.00
H 2.20212 2.31506 -1.44500 -0.0571 -0.4361 -1.5805 0.52
H 2.22376 2.47714 0.06005 -0.4120 -0.0367 0.1001 0.45
O -4.01104 -0.53139 0.62195 -0.5228 -0.0964 0.1672 -0.96
H -3.21730 -1.06635 0.62574 0.2484 -0.3313 -0.0334 0.49
H -4.13026 -0.28536 -0.29538 0.0190 0.2367 -0.3028 0.49
O -0.12254 -3.29447 3.04202 -0.1258 -0.5675 -0.3172 -0.98
H -0.01760 -2.36815 3.25916 -0.1080 0.8245 0.5107 0.50
H 0.70063 -3.69967 3.31486 0.1360 -0.1180 -0.0075 0.47
```
Forces are in eV/Å.

expectation value of S² = 6.04
HOMO energy (alpha / beta) = 0.0094 / 0.0097 Eh
total charge = -2
LUMO energy (alpha / beta) = 3.3 / 3.3 eV
multiplicity = 5

---

Here is a cluster of 15 separate species, C2H33O15 in total in a non-equilibrium geometry from the Open Molecules 2025 dataset. Energies are from the ωB97M-V functional and the def2-TZVPD basis.

The geometry in XYZ format:
```
50
Properties=species:S:1:pos:R:3:forces:R:3:nbo_charge:R:1
C 0.95312 1.12628 -0.29282 0.0702 -0.6185 -0.7007 -0.67
C -0.47615 1.64786 -0.16227 0.2204 -1.2362 2.1710 -0.06
O -1.12178 0.91148 0.85335 0.0254 0.2497 -0.6247 -1.01
H 1.04187 0.04296 -0.58055 -0.3906 0.8786 0.4583 0.20
H 1.48044 1.32600 0.63676 -0.0118 -0.1462 0.1758 0.22
H 1.51441 1.62014 -1.06511 0.3342 0.5421 -0.5245 0.20
H -1.11718 1.52908 -1.00858 -0.2287 0.6679 -0.9396 0.10
H -0.42612 2.69374 0.14865 -0.0277 0.4467 -0.5081 0.16
O 3.65863 -0.90195 -2.00507 -0.0778 0.5666 0.5143 -1.00
H 3.70686 -0.43604 -1.15162 0.1094 -0.1163 -0.5570 0.46
H 3.09941 -0.30401 -2.54102 0.3324 -0.7674 -0.3149 0.50
O -0.05676 2.29282 2.82503 0.2514 0.8717 0.4587 -0.99
H -0.28388 1.93994 1.95132 -0.4563 -0.7399 0.2310 0.49
H 0.89373 2.19662 2.90515 0.2000 -0.1972 0.1294 0.47
O -0.54817 0.45848 -2.98572 0.5873 1.3519 -1.0797 -0.97
H -0.81919 0.95858 -2.20928 0.1786 -0.1996 -0.2597 0.46
H -0.79623 -0.43597 -2.82556 -0.2638 -1.2320 0.2264 0.50
O -2.36116 -1.18688 0.01300 -0.4697 -1.5602 -1.1496 -1.02
H -3.21722 -1.18062 0.42924 -0.4830 -0.1113 0.3443 0.49
H -1.95699 -0.35604 0.26668 0.9556 1.7236 0.9840 0.50
O -2.07457 -1.19126 3.13505 -0.2420 -2.2157 1.4393 -0.99
H -2.62701 -0.44600 3.00988 -0.5315 1.3836 -0.2179 0.49
H -1.38161 -1.22914 2.49766 0.6667 0.5753 -0.6721 0.48
O 2.21121 -0.00278 -4.03769 -1.1203 1.9294 1.5328 -0.98
H 1.39828 0.35899 -3.55592 0.9739 -0.5801 -0.7874 0.51
H 1.82477 -0.58308 -4.66280 -0.4617 -1.0140 -0.9239 0.47
O -3.17416 1.24089 2.60245 -2.2960 -1.2224 0.8938 -0.98
H -2.50671 1.09547 1.96450 1.9539 -0.0339 -1.5539 0.50
H -3.07288 2.12449 2.87355 0.3081 1.5995 0.6328 0.47
O -3.76577 2.29981 -0.26477 -0.6024 0.5312 -1.7008 -0.97
H -2.93235 2.02292 0.14495 0.2004 -0.1272 -0.4568 0.50
H -3.68904 2.46605 -1.25249 0.4407 -0.4397 2.1804 0.46
O -3.44747 -0.52063 -2.49604 -0.4354 0.4783 -0.9817 -0.97
H -3.44291 0.44282 -2.61340 0.1031 -0.6093 0.2253 0.46
H -2.94494 -0.72057 -1.70171 0.1404 -0.0656 0.7299 0.49
O 2.00834 -2.64271 -0.01502 0.3224 1.2356 -0.0020 -0.93
H 2.26008 -3.19426 -0.72792 0.8827 -0.5020 -1.7450 0.49
H 1.72581 -3.28075 0.59772 -0.5704 -1.2001 1.8226 0.47
O -0.07147 -1.85446 -1.54394 -0.5867 0.1971 -0.3114 -0.98
H -0.55393 -1.30425 -0.91133 -0.3526 -0.3222 -0.0836 0.48
H 0.59290 -2.25554 -0.99122 0.4099 -0.0847 0.1177 0.47
O 2.62657 0.10774 2.96454 0.3794 0.9633 1.2370 -1.00
H 1.92127 -0.51877 2.90548 -1.1169 -0.6233 0.7156 0.48
H 2.96248 -0.00489 2.08711 0.9890 0.3542 -0.6624 0.47
O 0.56887 -1.27627 2.11791 0.0124 0.3163 -0.0730 -0.94
H 0.65629 -0.66822 1.36753 -0.5103 0.3374 0.1589 0.50
H 0.51508 -2.12446 1.70833 -0.2525 -0.8868 -0.2606 0.46
O 3.64763 -0.42835 0.66533 0.5064 2.0712 0.2075 -0.94
H 3.07891 -1.09259 0.35185 -1.4131 -1.8649 -0.5877 0.50
H 4.51871 -0.76268 0.57882 1.3468 -0.5544 0.0920 0.48
```
Forces are in eV/Å.

HOMO energy = -0.2235 Eh
total charge = -1
LUMO energy = 2.0 eV
multiplicity = 1

---

Here is a cluster of 17 separate species, C2H36NO18 in total in a non-equilibrium geometry from the Open Molecules 2025 dataset. Energies are from the ωB97M-V functional and the def2-TZVPD basis.

The geometry in XYZ format:
```
57
Properties=species:S:1:pos:R:3:forces:R:3:nbo_charge:R:1
C -1.87674 -0.02078 -3.17862 0.6002 -0.5905 -0.3847 -0.43
N -1.60564 0.05085 -1.75720 0.2524 0.1020 -0.2220 -0.70
C -0.95121 -0.98937 -1.05609 -0.5803 0.8726 0.1322 0.89
O -1.23164 -1.01872 0.18066 -0.0703 -0.2264 -0.1809 -0.86
O -0.15813 -1.72306 -1.67570 -0.1269 -0.2030 0.5276 -0.80
H -1.85757 0.95835 -3.63572 -0.3270 0.3598 -0.0219 0.18
H -2.80197 -0.54478 -3.43359 -0.1310 0.1260 0.1150 0.18
H -1.07824 -0.56527 -3.69046 -0.0582 -0.0359 0.3189 0.24
H -2.35135 0.43870 -1.20726 -0.1094 -0.1701 0.0768 0.37
H -0.31936 2.24644 -2.52063 -0.7076 -0.1166 0.1068 0.51
H -1.15228 3.26943 -3.42469 -0.1646 -0.2810 0.3108 0.49
O -0.28421 2.98490 -3.13722 0.5478 0.2248 -0.2844 -0.98
H -3.62748 2.60652 0.94193 -0.0085 -0.3117 0.0377 0.48
H -3.34699 1.71906 -0.27129 -0.3058 -0.4210 0.6181 0.49
O -3.48268 2.63011 -0.00623 -0.2170 1.2790 -0.6013 -0.97
H -2.72115 -0.47728 0.89216 -0.1650 0.5535 -0.3288 0.51
H -3.64009 0.38694 1.79169 0.3033 -0.1435 -0.1733 0.50
O -3.52349 0.09835 0.87317 -0.2729 -0.5453 0.0562 -1.03
H -1.90512 -3.38658 -0.27961 0.4009 -0.5695 -0.1492 0.47
H -2.31822 -2.93310 0.99680 0.1414 -0.2453 0.5770 0.48
O -1.92734 -3.73803 0.62392 -0.4160 0.6391 -0.4099 -0.95
H 3.60083 -3.76255 1.42824 -0.2399 0.0053 -0.3607 0.48
H 2.54571 -2.64278 1.66728 -0.1505 -0.6162 -0.4298 0.51
O 3.39431 -3.00577 1.97516 0.3774 0.6044 0.7062 -1.00
H -1.62228 3.38702 0.21162 -0.0149 -0.4094 -0.0217 0.50
H -1.04595 1.97592 0.34907 -0.0705 0.0042 0.0824 0.49
O -0.81822 2.90698 0.46018 0.5590 0.2476 -0.1313 -0.98
H 4.23865 -1.73446 0.57034 0.0968 0.0784 -0.0192 0.48
H 4.19445 -0.34330 -0.08682 0.0017 -0.0031 -0.0457 0.48
O 4.67949 -1.17819 -0.09062 -0.0631 0.0444 0.0849 -0.97
H 0.10016 -2.10130 1.20741 0.3785 0.8179 0.9386 0.51
H 0.59448 -2.43383 0.01257 1.1358 0.8503 -1.0291 0.50
O 1.00109 -2.08263 0.82833 -1.0883 -1.0158 0.1410 -1.01
H 2.24606 3.85176 -1.81779 0.0613 0.2808 -0.1375 0.46
H 1.39948 3.26510 -2.91139 0.3471 -0.0328 -0.1244 0.50
O 2.32422 3.27658 -2.58790 -0.1728 0.2905 0.2243 -0.97
H 1.97092 1.15644 -0.50297 0.0503 0.0216 -0.1561 0.48
H 2.85020 2.30010 -1.01248 -0.0737 -0.2938 -0.4581 0.49
O 2.77760 1.64727 -0.30847 0.0092 -0.2436 0.6845 -0.98
H 1.14868 -4.02854 -0.15433 -0.4902 -0.0669 0.2867 0.48
H 2.00233 -5.03206 0.66682 -0.5044 0.0664 0.0244 0.46
O 1.98225 -4.47944 -0.11790 1.1825 -0.8396 -0.5085 -0.94
H -2.07124 1.52552 3.52880 -0.0093 0.1726 -0.1938 0.50
H -1.63559 0.09454 3.36119 0.0189 -0.1602 -0.1339 0.48
O -2.42550 0.64305 3.32243 0.1673 0.2723 0.5069 -0.99
H 0.29468 -2.45466 -3.58163 0.1519 -0.0975 -0.1564 0.48
H -0.96128 -2.98310 -3.12195 -0.1405 -0.1610 -0.0211 0.47
O -0.40065 -3.04299 -3.90158 0.0283 -0.0829 -0.2990 -0.96
H 2.40998 -1.01288 3.15905 0.0689 -0.0178 -0.0379 0.48
H 1.69975 -0.65307 1.84272 -0.2129 -0.1837 0.3048 0.50
O 1.72691 -0.44026 2.79397 0.2058 0.1525 -0.0749 -0.98
H 1.95225 1.36210 2.53417 -0.2039 0.0180 0.3057 0.50
H 1.79560 2.50172 1.55376 0.0330 0.1153 -0.0344 0.49
O 1.61892 2.27451 2.47492 0.2981 -0.0483 -0.1561 -1.00
H -0.02327 2.78507 3.56771 -0.1541 0.2971 0.6407 0.49
H -0.56027 3.19039 2.35417 -0.9610 0.4348 -0.0043 0.50
O -0.82384 3.27505 3.29989 0.7928 -0.7987 -0.5178 -1.01
```
Forces are in eV/Å.

HOMO energy = -0.2648 Eh
total charge = -1
LUMO energy = 2.3 eV
multiplicity = 1

---

- multiplicity of number 1 (C2H2S3)?
  1

---

- Look up the multiplicity of the fourth one.
  1

---

- Which formula does entry 5 have?
  C2H36NO18